Record 1
57
Properties=species:S:1:pos:R:3 method="wB97M-V/def2-TZVPD" homo_lumo_gap_ev="7.086 / 7.423" e_homo_ev="-19.987 / -19.995" spin_multiplicity=2 total_charge=+4 total_energy_ev=-55741.956
Ti -0.5331 0.1664 -0.2386
C -0.0614 3.4959 2.6626
C -0.3784 2.2469 2.1328
N -0.0644 1.8901 0.8859
C 0.5930 2.7917 0.0883
C 0.9468 4.0675 0.5458
C 0.6021 4.4056 1.8718
C 1.6342 4.9743 -0.3255
C 1.9378 4.6140 -1.5922
C 1.5729 3.3200 -2.0900
C 1.8557 2.9084 -3.4103
C 1.4726 1.6582 -3.8431
C 0.8048 0.8180 -2.9609
N 0.5265 1.1701 -1.7008
C 0.9053 2.4149 -1.2581
H -0.3376 3.7276 3.6821
H -0.8966 1.5132 2.7418
H 0.8644 5.3834 2.2590
H 1.9033 5.9520 0.0536
H 2.4583 5.2951 -2.2533
H 2.3731 3.5856 -4.0803
H 1.6735 1.3224 -4.8511
H 0.4786 -0.1653 -3.2825
N 0.7738 -5.1704 2.9331
C 0.8197 -4.3433 1.6641
C 1.5859 -3.0428 1.8924
C 1.6954 -2.2375 0.5694
N 1.2839 -0.7950 0.7569
C 0.8730 -2.8605 -0.5511
C -0.5520 -3.1924 -0.1305
N -1.3719 -1.9171 -0.0223
C -0.5936 -4.0277 1.1796
H 1.7182 -5.4009 3.2637
H 0.2927 -6.0644 2.7787
H 0.2911 -4.6980 3.7044
H 1.3422 -4.9831 0.9522
H 2.5848 -3.2322 2.2873
H 1.0491 -2.4600 2.6502
H 2.7404 -2.2312 0.2629
H 2.0105 -0.2215 0.3220
H 1.3632 -0.5438 1.7427
H 1.3637 -3.7716 -0.8990
H 0.8727 -2.2064 -1.4303
H -1.0130 -3.7822 -0.9206
H -1.9444 -1.9577 0.8234
H -2.0834 -1.9612 -0.7540
H -1.1700 -4.9385 1.0125
H -1.1076 -3.4716 1.9721
N -3.1815 1.8527 -0.2580
C -4.2973 2.0454 -0.9603
C -4.3221 1.1048 -1.9827
C -3.1611 0.3800 -1.8208
N -2.4457 0.8227 -0.7530
H -2.8716 2.3742 0.5473
H -4.9992 2.8226 -0.6961
H -5.0817 0.9827 -2.7366
H -2.7959 -0.4303 -2.4364

Record 2
52
Properties=species:S:1:pos:R:3 method="wB97M-V/def2-TZVPD" homo_lumo_gap_ev="6.797 / 5.612" e_homo_ev="-13.232 / -14.525" spin_multiplicity=5 total_charge=+2 total_energy_ev=-35570.066
C 2.5564 3.4238 1.0564
C 1.5956 2.7001 1.7516
C 1.0937 1.4930 1.2409
C 1.6976 0.9680 0.0905
C 2.5786 1.7426 -0.6798
C 3.0330 2.9623 -0.1684
C -0.0897 0.8801 1.9144
C -1.2933 1.8631 1.9645
N -1.8014 2.3114 0.6928
Ru 1.7272 -1.0546 -0.4116
C 2.9933 1.2461 -2.0351
P 1.9747 -0.2610 -2.4127
H 1.2086 3.0639 2.7062
H 3.7561 3.5389 -0.7472
H 2.9224 4.3655 1.4660
H 4.0532 0.9468 -2.0892
H 2.8149 1.9880 -2.8275
H -0.3828 -0.0634 1.4483
H 0.1741 0.6583 2.9613
H -2.1337 1.3479 2.4638
C 2.9513 -1.2227 -3.5754
C 0.5589 0.4342 -3.3023
H -1.0359 2.7589 2.5501
C -1.4862 3.6212 0.2015
C -2.2156 1.3293 -0.2697
H 2.6525 -2.3589 -1.1319
H -2.2659 3.9323 -0.5109
H -1.4474 4.3283 1.0433
H -0.5115 3.6548 -0.3267
H -2.8301 1.8304 -1.0342
H -1.3596 0.8368 -0.7740
H -2.8051 0.5438 0.2259
H 0.8747 1.3033 -3.8947
H 0.1583 -0.3491 -3.9572
H -0.2148 0.7438 -2.5907
H 3.9114 -0.7263 -3.7638
H 3.1224 -2.2095 -3.1309
H 2.3917 -1.3318 -4.5131
H 1.9297 -2.5588 -1.2400
C 0.0340 -1.6591 -0.1591
C -1.0685 -2.1015 0.3095
C -1.8277 -3.0282 1.0484
C -1.1954 -3.9079 1.9772
C -1.9492 -4.7888 2.7428
C -3.3448 -4.8266 2.6048
C -3.9831 -3.9804 1.6838
C -3.2399 -3.0921 0.9113
H -0.1064 -3.8709 2.0710
H -1.4517 -5.4553 3.4516
H -3.9343 -5.5138 3.2125
H -5.0689 -4.0226 1.5698
H -3.7217 -2.4338 0.1855

Copy entry 2 word for word.
52
Properties=species:S:1:pos:R:3 method="wB97M-V/def2-TZVPD" homo_lumo_gap_ev="6.797 / 5.612" e_homo_ev="-13.232 / -14.525" spin_multiplicity=5 total_charge=+2 total_energy_ev=-35570.066
C 2.5564 3.4238 1.0564
C 1.5956 2.7001 1.7516
C 1.0937 1.4930 1.2409
C 1.6976 0.9680 0.0905
C 2.5786 1.7426 -0.6798
C 3.0330 2.9623 -0.1684
C -0.0897 0.8801 1.9144
C -1.2933 1.8631 1.9645
N -1.8014 2.3114 0.6928
Ru 1.7272 -1.0546 -0.4116
C 2.9933 1.2461 -2.0351
P 1.9747 -0.2610 -2.4127
H 1.2086 3.0639 2.7062
H 3.7561 3.5389 -0.7472
H 2.9224 4.3655 1.4660
H 4.0532 0.9468 -2.0892
H 2.8149 1.9880 -2.8275
H -0.3828 -0.0634 1.4483
H 0.1741 0.6583 2.9613
H -2.1337 1.3479 2.4638
C 2.9513 -1.2227 -3.5754
C 0.5589 0.4342 -3.3023
H -1.0359 2.7589 2.5501
C -1.4862 3.6212 0.2015
C -2.2156 1.3293 -0.2697
H 2.6525 -2.3589 -1.1319
H -2.2659 3.9323 -0.5109
H -1.4474 4.3283 1.0433
H -0.5115 3.6548 -0.3267
H -2.8301 1.8304 -1.0342
H -1.3596 0.8368 -0.7740
H -2.8051 0.5438 0.2259
H 0.8747 1.3033 -3.8947
H 0.1583 -0.3491 -3.9572
H -0.2148 0.7438 -2.5907
H 3.9114 -0.7263 -3.7638
H 3.1224 -2.2095 -3.1309
H 2.3917 -1.3318 -4.5131
H 1.9297 -2.5588 -1.2400
C 0.0340 -1.6591 -0.1591
C -1.0685 -2.1015 0.3095
C -1.8277 -3.0282 1.0484
C -1.1954 -3.9079 1.9772
C -1.9492 -4.7888 2.7428
C -3.3448 -4.8266 2.6048
C -3.9831 -3.9804 1.6838
C -3.2399 -3.0921 0.9113
H -0.1064 -3.8709 2.0710
H -1.4517 -5.4553 3.4516
H -3.9343 -5.5138 3.2125
H -5.0689 -4.0226 1.5698
H -3.7217 -2.4338 0.1855